Record 1
Formula: C44H51CdNP2Si
Source: the OMol25 dataset
Level of theory: wB97M-V/def2-TZVPD

Results
Multiplicity: 1
LUMO level (alpha / beta), eV: -0.85 / -1.56
Orbital gap (alpha / beta), eV: 6.95 / 5.36

Element x y z (Å)
Cd (2.126, 2.068, 1.129)
C (3.669, -3.204, 1.073)
C (2.837, -2.961, 0.042)
C (1.469, -3.542, -0.232)
C (0.276, -2.791, 0.431)
C (0.324, -2.607, 1.939)
C (1.225, -3.080, 2.816)
C (2.032, -4.320, 2.627)
C (3.501, -4.083, 2.271)
C (1.499, 0.856, 3.068)
H (4.698, -2.832, 0.952)
H (3.096, -2.178, -0.692)
H (1.445, -4.612, 0.036)
H (1.304, -3.420, -1.326)
H (0.104, -1.829, -0.119)
H (-0.634, -3.401, 0.283)
H (-0.404, -1.833, 2.249)
H (1.237, -2.695, 3.842)
H (1.611, -4.971, 1.859)
H (2.010, -4.888, 3.561)
H (3.987, -3.533, 3.082)
H (4.043, -5.054, 2.229)
H (1.556, 1.330, 4.060)
H (1.633, -0.224, 3.247)
H (0.469, 0.965, 2.713)
P (-2.136, 2.555, -4.430)
P (-4.641, 2.377, -2.409)
C (-3.357, 1.219, -4.572)
C (-4.445, 1.199, -3.769)
C (-1.988, 3.021, -6.230)
C (-2.336, 2.177, -7.295)
C (-2.154, 2.602, -8.613)
C (-1.674, 3.880, -8.885)
C (-1.396, 4.751, -7.829)
C (-1.567, 4.336, -6.509)
C (-0.659, 1.552, -4.099)
C (-0.579, 0.977, -2.812)
C (0.522, 0.185, -2.474)
C (1.536, -0.052, -3.421)
C (1.454, 0.534, -4.694)
C (0.368, 1.355, -5.031)
C (-6.457, 2.731, -2.765)
C (-6.762, 3.469, -3.928)
C (-8.088, 3.711, -4.293)
C (-9.141, 3.239, -3.502)
C (-8.845, 2.553, -2.323)
C (-7.517, 2.324, -1.942)
C (-4.802, 1.219, -1.011)
C (-4.697, 1.794, 0.275)
C (-4.901, 1.008, 1.412)
C (-5.185, -0.363, 1.279)
C (-5.234, -0.942, 0.005)
C (-5.018, -0.160, -1.140)
H (-3.165, 0.435, -5.310)
H (-5.273, 0.507, -3.946)
H (-2.747, 1.187, -7.108)
H (-2.388, 1.920, -9.426)
H (-1.524, 4.202, -9.913)
H (-1.039, 5.755, -8.032)
H (-1.367, 5.024, -5.685)
H (-1.398, 1.132, -2.100)
H (0.589, -0.259, -1.471)
H (2.396, -0.682, -3.153)
H (2.243, 0.352, -5.433)
H (0.303, 1.805, -6.025)
H (-5.953, 3.816, -4.574)
H (-8.308, 4.264, -5.206)
H (-10.176, 3.446, -3.781)
H (-9.658, 2.197, -1.691)
H (-7.324, 1.776, -1.019)
H (-4.494, 2.864, 0.373)
H (-4.840, 1.465, 2.405)
H (-5.334, -0.979, 2.173)
H (-5.442, -2.011, -0.104)
H (-5.055, -0.625, -2.124)
C (6.840, -2.423, 2.902)
Si (6.564, -1.672, 4.591)
C (6.607, -3.031, 5.903)
C (7.896, -0.397, 4.960)
N (5.027, -0.926, 4.678)
C (4.226, -0.532, 5.638)
C (3.153, -1.381, 6.097)
C (2.461, -1.079, 7.262)
C (2.728, 0.107, 7.958)
C (3.677, 1.017, 7.466)
C (4.380, 0.744, 6.302)
H (7.820, -2.919, 2.902)
H (6.844, -1.647, 2.127)
H (6.083, -3.169, 2.634)
H (7.630, -3.406, 6.044)
H (6.237, -2.643, 6.863)
H (5.961, -3.871, 5.609)
H (7.923, 0.385, 4.188)
H (7.710, 0.091, 5.927)
H (8.888, -0.870, 5.003)
H (2.988, -2.310, 5.548)
H (1.708, -1.780, 7.622)
H (2.186, 0.326, 8.881)
H (3.875, 1.947, 8.002)
H (5.127, 1.435, 5.903)

---

Record 2
Formula: C44H51CsN6O3P2S4
Source: the OMol25 dataset
Level of theory: wB97M-V/def2-TZVPD

Results
Net charge: -2
Multiplicity: 1
LUMO level, eV: 3.52
Orbital gap, eV: 5.27

Element x y z (Å)
Cs (0.326, 0.155, -0.366)
C (2.798, 7.059, -0.409)
S (3.664, 5.572, -0.939)
C (2.318, 4.540, -1.597)
S (0.721, 5.070, -1.600)
N (2.852, 3.484, -2.119)
N (2.015, 2.517, -2.573)
C (2.228, 2.169, -3.780)
C (1.560, 1.027, -4.401)
C (1.715, 0.809, -5.775)
C (1.156, -0.316, -6.350)
C (0.462, -1.205, -5.544)
C (0.349, -0.908, -4.192)
N (0.871, 0.176, -3.632)
H (3.564, 7.720, 0.003)
H (2.053, 6.829, 0.348)
H (2.305, 7.537, -1.253)
H (2.962, 2.700, -4.392)
H (2.278, 1.521, -6.366)
H (1.266, -0.501, -7.412)
H (0.015, -2.105, -5.945)
H (-0.197, -1.564, -3.516)
O (-1.404, 0.896, 1.194)
P (-2.041, 0.065, 2.270)
C (-3.380, -1.357, 0.479)
P (-2.824, -1.526, -1.135)
O (-1.349, -1.600, -1.417)
C (-3.510, -3.107, -1.797)
C (-4.557, -3.242, -2.704)
C (-5.006, -4.500, -3.093)
C (-4.410, -5.645, -2.587)
C (-3.357, -5.524, -1.685)
C (-2.915, -4.271, -1.297)
C (-3.579, -0.170, -2.084)
C (-2.755, 0.684, -2.807)
C (-3.282, 1.793, -3.459)
C (-4.642, 2.055, -3.397)
C (-5.475, 1.210, -2.671)
C (-4.945, 0.111, -2.013)
C (-1.459, 1.062, 3.756)
C (-0.720, 2.225, 3.556)
C (-0.228, 2.959, 4.632)
C (-0.485, 2.553, 5.932)
C (-1.240, 1.403, 6.147)
C (-1.715, 0.671, 5.070)
C (-3.784, 0.517, 2.585)
C (-4.592, -0.171, 3.483)
C (-5.906, 0.227, 3.686)
C (-6.423, 1.317, 2.996)
C (-5.612, 2.010, 2.102)
C (-4.300, 1.614, 1.897)
H (-4.448, -1.131, 0.406)
H (-3.253, -2.323, 0.970)
H (-5.020, -2.356, -3.124)
H (-5.822, -4.584, -3.803)
H (-4.760, -6.625, -2.891)
H (-2.882, -6.413, -1.284)
H (-2.098, -4.173, -0.590)
H (-1.685, 0.512, -2.845)
H (-2.618, 2.464, -3.991)
H (-5.051, 2.926, -3.895)
H (-6.535, 1.421, -2.599)
H (-5.592, -0.520, -1.416)
H (-0.525, 2.544, 2.539)
H (0.358, 3.853, 4.447)
H (-0.101, 3.122, 6.772)
H (-1.447, 1.072, 7.160)
H (-2.264, -0.247, 5.247)
H (-4.187, -1.035, 3.999)
H (-6.534, -0.319, 4.381)
H (-7.450, 1.626, 3.153)
H (-6.007, 2.859, 1.556)
H (-3.661, 2.130, 1.190)
O (3.595, -1.788, -1.361)
S (3.201, -2.787, -0.328)
C (3.728, -4.421, -0.999)
C (2.557, -4.994, -1.783)
C (1.324, -4.657, -0.951)
C (1.442, -3.174, -0.639)
H (3.984, -5.053, -0.145)
H (4.629, -4.220, -1.578)
H (2.668, -6.067, -1.959)
H (2.489, -4.498, -2.755)
H (1.321, -5.243, -0.027)
H (0.387, -4.861, -1.473)
H (0.831, -2.853, 0.204)
H (1.186, -2.568, -1.511)
C (6.971, 1.112, 1.278)
C (6.077, 0.821, 0.089)
N (5.004, -0.052, 0.526)
C (4.264, 0.276, 1.655)
N (3.029, -0.043, 1.688)
C (2.238, 0.222, 2.879)
C (3.078, 0.385, 4.134)
C (4.196, 1.362, 3.820)
N (4.984, 0.869, 2.700)
C (6.119, 1.718, 2.376)
H (7.772, 1.802, 1.006)
H (7.418, 0.179, 1.633)
H (6.629, 0.316, -0.705)
H (5.696, 1.765, -0.327)
H (4.405, -0.402, -0.216)
H (1.486, -0.561, 2.996)
H (1.670, 1.147, 2.715)
H (3.506, -0.576, 4.434)
H (2.464, 0.759, 4.956)
H (4.873, 1.495, 4.669)
H (3.765, 2.348, 3.586)
H (6.704, 1.855, 3.291)
H (5.777, 2.717, 2.062)
S (-1.269, -1.682, 2.851)